Computed, not measured: 12 unconnected molecules or ions with the total composition C64H91N12O6S2, with the ωB97M-V functional and the def2-TZVPD basis.

Cartesian coordinates (Å):
C: 5.63 5.70 1.01
O: 4.31 5.38 1.57
C: 3.46 4.65 0.61
C: 2.63 3.52 1.51
C: 1.06 3.34 1.10
C: 0.64 1.96 0.36
S: 0.60 2.03 -1.53
C: 1.80 3.31 -2.20
C: 3.33 2.70 -2.45
O: 4.22 3.59 -2.97
O: 3.63 1.29 -2.15
C: 5.07 1.03 -2.02
C: 5.68 1.42 -0.51
C: 6.65 2.75 -0.61
O: 6.33 0.24 0.09
C: 6.80 0.51 1.46
O: 8.02 1.03 1.74
C: 5.89 0.13 2.82
S: 5.38 -1.69 2.80
C: -0.95 1.68 0.80
C: -1.10 0.71 2.12
C: -0.61 1.44 3.54
C: -2.75 0.48 2.33
N: -0.51 -0.67 1.97
O: 0.04 -0.97 3.19
C: 0.56 -0.75 0.92
C: 1.62 -1.94 1.43
C: -0.03 -1.31 -0.53
C: 1.46 0.61 0.79
H: 6.48 5.13 1.62
H: 5.76 5.49 -0.13
H: 5.82 6.86 1.25
H: 2.75 5.38 0.03
H: 4.16 4.00 -0.10
H: 3.29 2.56 1.51
H: 2.65 3.94 2.63
H: 0.80 4.23 0.34
H: 0.41 3.58 2.07
H: 1.41 3.57 -3.30
H: 1.79 4.32 -1.61
H: 5.73 1.46 -2.89
H: 5.20 -0.16 -2.09
H: 4.74 1.70 0.13
H: 7.65 2.39 -1.13
H: 6.18 3.61 -1.25
H: 6.91 3.22 0.45
H: 6.58 0.25 3.79
H: 4.99 0.86 2.98
H: 4.18 -1.84 3.52
H: -1.51 2.72 0.96
H: -1.47 1.10 -0.10
H: -1.03 2.56 3.46
H: 0.56 1.56 3.61
H: -1.11 0.98 4.49
H: -3.27 1.50 2.55
H: -3.21 -0.13 1.44
H: -2.82 -0.16 3.33
H: 1.07 -2.91 1.78
H: 2.42 -1.53 2.19
H: 2.22 -2.25 0.44
H: 0.20 -2.48 -0.57
H: 0.52 -0.86 -1.47
H: -1.21 -1.22 -0.60
H: 1.93 0.83 1.87
H: 2.33 0.48 -0.01
N: -5.79 3.34 5.85
C: -5.24 2.09 5.88
C: -3.87 2.24 5.91
C: -3.59 3.63 5.90
C: -4.80 4.28 5.86
H: -6.79 3.54 5.81
H: -5.86 1.21 5.88
H: -3.15 1.43 5.94
H: -2.61 4.09 5.92
H: -5.03 5.34 5.85
N: 0.63 -6.02 -0.78
C: -0.48 -6.08 0.02
C: -1.50 -6.64 -0.71
C: -0.99 -6.93 -2.00
C: 0.33 -6.53 -2.01
H: 1.53 -5.65 -0.50
H: -0.45 -5.73 1.04
H: -2.51 -6.82 -0.36
H: -1.52 -7.37 -2.83
H: 1.08 -6.58 -2.79
N: 0.02 -9.95 -2.13
C: -0.43 -10.77 -1.13
C: 0.00 -12.05 -1.40
C: 0.75 -12.00 -2.61
C: 0.74 -10.69 -3.03
H: -0.15 -8.95 -2.20
H: -1.02 -10.38 -0.32
H: -0.19 -12.92 -0.80
H: 1.24 -12.82 -3.11
H: 1.19 -10.22 -3.90
N: -3.66 6.49 1.02
C: -2.58 5.65 1.08
C: -2.18 5.39 -0.22
C: -3.04 6.11 -1.08
C: -3.94 6.78 -0.29
H: -4.16 6.85 1.82
H: -2.19 5.30 2.03
H: -1.35 4.75 -0.51
H: -3.00 6.13 -2.16
H: -4.76 7.44 -0.54
N: 3.95 -11.96 -4.40
C: 3.68 -12.46 -5.65
C: 4.86 -12.44 -6.37
C: 5.86 -11.92 -5.52
C: 5.27 -11.63 -4.31
H: 3.26 -11.85 -3.66
H: 2.69 -12.78 -5.92
H: 4.98 -12.77 -7.39
H: 6.91 -11.77 -5.77
H: 5.68 -11.23 -3.40
N: -7.49 8.95 -0.15
C: -7.69 9.57 -1.35
C: -9.02 9.42 -1.69
C: -9.64 8.69 -0.65
C: -8.67 8.41 0.29
H: -6.60 8.89 0.34
H: -6.87 10.06 -1.87
H: -9.49 9.80 -2.59
H: -10.68 8.40 -0.59
H: -8.72 7.88 1.23
N: -12.75 9.61 -2.23
C: -13.41 9.12 -3.32
C: -14.75 9.38 -3.16
C: -14.90 10.07 -1.93
C: -13.65 10.20 -1.37
H: -11.75 9.56 -2.07
H: -12.87 8.62 -4.11
H: -15.54 9.11 -3.85
H: -15.83 10.43 -1.49
H: -13.32 10.66 -0.45
N: 3.58 -15.67 -3.75
C: 3.13 -16.49 -2.75
C: 3.56 -17.77 -3.02
C: 4.31 -17.72 -4.22
C: 4.30 -16.41 -4.65
H: 3.40 -14.68 -3.82
H: 2.53 -16.10 -1.94
H: 3.36 -18.65 -2.42
H: 4.79 -18.54 -4.72
H: 4.75 -15.94 -5.52
N: -0.90 7.32 6.20
C: -1.16 6.82 4.95
C: 0.02 6.83 4.23
C: 1.02 7.36 5.08
C: 0.43 7.64 6.29
H: -1.58 7.42 6.94
H: -2.16 6.49 4.68
H: 0.13 6.50 3.21
H: 2.06 7.51 4.83
H: 0.84 8.05 7.20
N: -4.54 -3.92 -2.85
C: -3.95 -4.36 -1.70
C: -4.71 -3.92 -0.63
C: -5.80 -3.19 -1.17
C: -5.67 -3.21 -2.54
H: -4.20 -4.09 -3.79
H: -3.04 -4.95 -1.73
H: -4.50 -4.10 0.41
H: -6.59 -2.70 -0.61
H: -6.29 -2.78 -3.32
N: 10.29 3.66 0.93
C: 9.65 4.64 0.20
C: 10.42 5.78 0.26
C: 11.57 5.48 1.03
C: 11.46 4.17 1.43
H: 9.95 2.72 1.06
H: 8.71 4.44 -0.29
H: 10.19 6.73 -0.22
H: 12.38 6.15 1.28
H: 12.11 3.55 2.03

Values from the calculation:
Highest occupied orbital energy (alpha / beta)   -8.0 / -8.0 eV
Energy above the lowest of the compared OMol25 structures with the same formula, charge and spin   143.3 kcal per mole
<S²>   0.7545
2S+1   2